C29H35O10P4RuS | ωB97M-V with the def2-TZVPD basis set

Values from the calculation:
Total charge: +3
Spin multiplicity: 5
Orbital gap (spin up / spin down): 7.61 / 3.34 eV
Energy above the lowest of the compared OMol25 structures with the same formula, charge and spin: 8.7 kcal per mole
E_HOMO (spin up / spin down): -16.55 / -16.54 eV

Structure (XYZ):
```
80
Properties=species:S:1:pos:R:3:mulliken_spin:R:1
Ru -2.0729 -17.2546 10.5267 2.627
C -5.0469 -21.4651 10.9993 0.000
C -4.0690 -20.3458 10.6083 0.013
O -2.9845 -20.9113 9.9165 0.002
P -3.3370 -19.6135 12.1986 0.005
O -2.9849 -20.8211 13.1700 0.000
O -4.4820 -19.0133 13.0690 0.000
O -2.1054 -18.7442 11.9745 0.045
P -4.9147 -18.8532 9.8261 0.000
O -6.1001 -18.6170 10.9906 -0.001
O -5.5436 -19.0817 8.5537 0.005
O -3.9224 -17.6521 9.9606 0.059
H -4.5821 -22.2218 11.5983 0.000
H -5.3765 -21.9738 10.0884 0.000
H -5.8466 -21.0840 11.5684 0.000
H -2.4479 -20.2936 9.4152 -0.005
H -2.2500 -21.4988 13.0206 0.000
H -5.3096 -18.7625 12.5379 0.000
H -6.9884 -18.6152 10.5918 0.000
O -1.2480 -18.8505 8.9449 0.146
P 0.2008 -18.7454 8.5100 0.051
C 0.8638 -17.1084 8.7402 -0.008
P 0.9559 -16.4085 10.4475 0.010
O -0.2616 -16.7088 11.2595 0.014
C 2.4871 -17.0060 11.1651 -0.007
C 3.7290 -16.5277 10.7048 0.008
C 4.9164 -17.2571 10.8862 0.019
C 4.8869 -18.4169 11.6276 -0.012
C 3.6907 -18.8229 12.2747 0.018
C 2.5064 -18.1229 12.0298 0.039
C 1.2293 -14.6438 10.2017 -0.005
C 1.1982 -13.9085 11.3640 0.005
C 1.6157 -12.5567 11.4237 0.000
C 1.8846 -11.8700 10.2324 0.000
C 1.7852 -12.6062 9.0579 0.000
C 1.5894 -13.9885 9.0391 -0.001
C 1.2206 -20.0447 9.2968 0.030
C 0.6816 -20.5870 10.4712 0.063
C 1.4212 -21.5417 11.2242 0.270
C 2.6312 -22.0510 10.7559 0.042
C 3.1103 -21.6045 9.5194 0.175
C 2.4722 -20.5875 8.8328 0.210
C 0.3839 -18.8699 6.7709 0.013
C -0.0818 -20.0393 6.1648 0.002
C 0.1675 -20.3043 4.7637 0.001
C 0.7660 -19.3146 3.9736 0.000
C 1.2635 -18.1669 4.5734 0.007
C 1.0139 -17.9077 5.9450 -0.004
H 0.2244 -16.3317 8.2601 0.002
H 1.8850 -17.0515 8.2702 -0.004
H 3.8900 -15.5869 10.2177 0.003
H 5.8454 -16.8179 10.5858 0.000
H 5.8248 -18.8984 11.7663 0.000
H 3.5902 -19.7134 12.9423 -0.005
H 1.5683 -18.4577 12.4647 -0.006
H 1.0370 -14.4202 12.3452 0.002
H 1.7002 -12.0760 12.4124 0.000
H 2.2021 -10.8087 10.2667 0.000
H 1.8492 -12.0963 8.0856 0.000
H 1.7882 -14.5077 8.1032 0.000
H -0.2940 -20.2413 10.8857 0.118
H 0.9913 -21.8229 12.1930 -0.007
H 3.1750 -22.7793 11.3168 0.007
H 3.9571 -22.1153 9.0336 -0.001
H 2.8504 -20.1001 7.9580 -0.002
H -0.6019 -20.7562 6.8010 0.000
H 0.0183 -21.3178 4.4062 0.000
H 0.6943 -19.5373 2.8964 0.000
H 1.9452 -17.4979 4.0213 0.000
H 1.2517 -16.8938 6.2428 0.000
C -4.3281 -14.4751 10.4686 0.013
S -3.4472 -14.8109 8.9728 0.007
C -2.9169 -13.1716 8.5325 0.002
O -2.1044 -15.4528 9.5769 0.038
H -4.9448 -13.5423 10.2756 -0.001
H -3.5757 -14.4873 11.3237 -0.002
H -4.9138 -15.3475 10.6993 0.000
H -3.8086 -12.6170 8.3178 0.000
H -2.3387 -13.3694 7.6241 0.000
H -2.2193 -12.8166 9.3184 -0.001
```